[1]
Entry from OMol25: 7 unconnected molecules or ions with the total composition C31H70BrClNO10S6 in a non-equilibrium geometry (ωB97M-V with the def2-TZVPD basis set).

Computed properties:
Maximum force   4.8 eV Å⁻¹
Orbital gap   7.11 eV
HOMO energy   -10.349 eV

Geometry as ORCA input:
```
! wB97M-V def2-TZVPD RIJCOSX def2/J DEFGRID3
* xyz 1 1
C 3.17 1.57 2.33
C 3.28 0.68 3.58
O 2.03 0.53 4.23
C 1.33 -0.63 3.85
C 0.44 -0.38 2.60
O 1.06 -1.04 1.49
C 0.39 -0.81 0.28
C 1.52 -0.65 -0.80
C 1.65 0.67 -1.58
C 3.08 1.20 -1.71
C 4.17 0.11 -1.90
C 5.16 -0.04 -0.71
C 5.03 -1.37 0.02
O 4.98 -2.46 -0.87
C 5.28 -3.67 -0.21
N 1.43 -1.81 -1.71
C 0.43 -2.55 -1.45
C -0.38 -1.99 -0.34
C -1.69 -1.51 -1.11
C -2.48 -0.46 -0.31
C -2.37 0.94 -0.89
Cl -3.32 2.03 0.18
C -0.91 -3.09 0.59
C 0.19 -3.72 1.42
O 1.17 -4.13 1.01
Br -0.19 -3.83 3.35
H 3.00 1.00 1.41
H 4.08 2.15 2.20
H 2.31 2.23 2.46
H 3.77 -0.27 3.37
H 3.93 1.21 4.27
H 0.68 -0.98 4.64
H 2.01 -1.46 3.63
H -0.57 -0.74 2.78
H 0.46 0.71 2.44
H -0.10 0.16 0.34
H 2.43 -0.82 -0.22
H 1.05 1.45 -1.11
H 1.24 0.56 -2.59
H 3.09 1.82 -2.59
H 3.36 1.85 -0.88
H 3.78 -0.88 -2.13
H 4.78 0.41 -2.75
H 4.98 0.79 -0.02
H 6.18 0.06 -1.08
H 5.93 -1.48 0.65
H 4.19 -1.35 0.73
H 5.33 -4.48 -0.94
H 6.24 -3.60 0.31
H 4.50 -3.91 0.52
H 2.06 -2.03 -2.47
H 0.20 -3.47 -1.97
H -2.31 -2.39 -1.25
H -1.37 -1.15 -2.09
H -2.18 -0.46 0.74
H -3.53 -0.74 -0.35
H -2.81 1.01 -1.88
H -1.36 1.33 -0.89
H -1.76 -2.76 1.19
H -1.30 -3.89 -0.04
C 0.86 6.14 -2.18
S 1.96 5.10 -3.16
O 2.16 3.83 -2.39
C 3.42 6.11 -2.92
H -0.12 5.67 -2.16
H 1.24 6.23 -1.17
H 0.78 7.12 -2.65
H 3.64 6.20 -1.85
H 3.26 7.09 -3.36
H 4.26 5.62 -3.42
C -5.06 4.67 -1.56
S -5.37 4.51 -3.32
O -4.36 5.34 -4.03
C -6.92 5.42 -3.33
H -4.11 4.20 -1.34
H -5.02 5.73 -1.29
H -5.85 4.18 -1.00
H -6.75 6.43 -2.95
H -7.65 4.90 -2.72
H -7.28 5.48 -4.36
C -4.31 0.42 2.87
S -4.28 -1.28 3.43
O -3.95 -2.12 2.23
C -6.05 -1.43 3.72
H -3.29 0.69 2.59
H -4.95 0.51 2.00
H -4.65 1.07 3.67
H -6.59 -1.22 2.79
H -6.34 -0.73 4.50
H -6.26 -2.45 4.04
C 0.88 -9.29 3.51
S 2.28 -8.66 2.56
O 3.48 -8.78 3.41
C 1.76 -6.94 2.59
H 1.02 -10.36 3.65
H 0.85 -8.79 4.48
H -0.04 -9.10 2.96
H 1.67 -6.60 3.62
H 0.81 -6.83 2.08
H 2.52 -6.34 2.08
C 5.13 9.11 -4.90
S 4.44 8.58 -6.47
O 3.60 7.38 -6.20
C 5.99 8.00 -7.17
H 4.32 9.48 -4.28
H 5.62 8.27 -4.41
H 5.85 9.91 -5.08
H 6.42 7.23 -6.53
H 6.68 8.83 -7.27
H 5.78 7.58 -8.16
C -8.82 -6.03 2.21
S -8.36 -5.43 3.84
O -8.05 -3.98 3.71
C -6.79 -6.30 3.92
H -9.77 -5.57 1.94
H -8.06 -5.75 1.48
H -8.94 -7.11 2.24
H -6.16 -6.00 3.08
H -6.97 -7.38 3.89
H -6.30 -6.04 4.85
*
```

[2]
Entry from OMol25: a molecular structure, C3H5ClFN in a non-equilibrium geometry (ωB97M-V with the def2-TZVPD basis set).

Computed properties:
Maximum force   6.2 eV Å⁻¹
Orbital gap   10.45 eV
HOMO energy   -9.721 eV

Geometry as ORCA input:
```
! wB97M-V def2-TZVPD RIJCOSX def2/J DEFGRID3
* xyz 0 1
C -0.80 0.42 0.12
C 0.07 -0.24 -1.03
C 0.29 0.06 0.98
H 0.21 -1.35 -0.87
H -0.22 0.27 -2.12
H 1.94 -0.44 -0.24
H 0.57 0.49 2.08
H 0.25 -0.96 1.43
N 1.23 0.18 -0.21
F -1.10 1.82 -0.16
Cl -2.43 -0.24 0.01
*
```

[3]
Entry from OMol25: 2 unconnected molecules or ions with the total composition C4H12 (ωB97M-V with the def2-TZVPD basis set).

Computed properties:
Maximum force   1.0 eV Å⁻¹
Orbital gap   12.59 eV
Structure (SMILES)   CC.CC
HOMO energy   -11.422 eV

Geometry as ORCA input:
```
! wB97M-V def2-TZVPD RIJCOSX def2/J DEFGRID3
* xyz 0 1
C -0.49 -2.54 -0.32
C -1.26 -1.50 0.47
H 0.19 -2.05 -1.03
H 0.17 -3.13 0.32
H -1.13 -3.16 -0.93
H -2.27 -1.78 0.71
H -0.72 -1.20 1.37
H -1.38 -0.53 -0.01
C 0.59 1.59 -0.67
C 1.21 2.37 0.49
H 0.95 0.57 -0.77
H -0.48 1.50 -0.48
H 0.66 2.11 -1.62
H 0.54 2.41 1.36
H 2.12 1.92 0.91
H 1.31 3.42 0.21
*
```